{"formula": "C5H7ClN2", "method": "ωB97M-V/def2-TZVPD", "elements": ["H", "N", "C", "C", "C", "Cl", "N", "C", "C", "H", "H", "H", "H", "H", "H"], "positions_angstrom": [[-2.189, 0.119, -0.427], [-1.145, 0.095, -0.751], [-0.414, 0.267, 0.346], [1.057, 0.233, 0.221], [1.606, -0.110, -0.980], [0.832, -0.721, -2.405], [-0.568, 0.989, 1.560], [-0.444, -0.339, 2.382], [-1.760, 0.638, 2.293], [1.702, 0.508, 0.961], [2.609, -0.334, -0.978], [-0.366, -1.319, 1.812], [0.305, -0.177, 3.206], [-2.840, 0.542, 1.657], [-1.646, 1.195, 3.417]], "atomic_forces_ev_per_a": [[2.0, 0.4, -0.9], [-1.8, -0.5, 4.7], [0.6, 3.2, -4.2], [-1.2, -1.8, -5.8], [-2.1, -0.6, 1.8], [0.7, 0.3, 0.1], [-1.3, -3.1, 0.9], [-1.2, 1.5, 0.4], [0.5, 0.1, 2.3], [1.3, 0.6, 2.1], [2.4, 0.1, -0.4], [-0.4, 1.5, 0.8], [-1.3, -0.5, -0.6], [3.2, -0.2, 2.3], [-1.4, -1.2, -3.5]], "lowdin_charge": [0.072, 0.073, -0.522, -0.117, -0.499, 0.632, -0.084, -0.078, -0.122, 0.078, 0.022, 0.127, 0.107, 0.157, 0.153], "total_energy_ha": -764.22592, "homo_lumo_gap_ev": 9.898, "spin_multiplicity": 1, "relative_energy_ev": 5.621}